137
Properties=species:S:1:pos:R:3:mulliken_charge:R:1 method="wB97M-V/def2-TZVPD" lumo_ev=-0.06 energy_ev=-177097.350 homo_energy_ev=-8.12 fmax_ha_per_bohr=0.1092
H -1.363 1.568 2.057 0.20
H -2.828 -5.523 -2.886 0.27
H -3.114 -9.031 3.387 0.31
H -0.277 8.808 -7.075 0.43
P 1.086 1.879 -1.888 -0.23
H 3.683 4.221 -2.672 0.48
C -0.975 0.599 2.368 -0.60
O 3.219 2.395 -0.101 -0.42
C 7.677 1.652 -2.973 -0.85
H -1.113 2.868 -2.233 0.42
H -0.496 -1.745 2.718 0.36
C 5.290 2.156 -2.050 0.66
O -1.612 -0.405 1.585 -0.36
H -5.556 -6.729 -1.084 0.33
H -4.565 -5.229 -2.695 0.32
H -7.051 -8.259 -2.352 0.38
H -4.941 -4.402 7.306 0.28
H -0.785 2.793 -0.489 0.05
H -4.303 -7.167 1.943 0.34
H 1.193 6.678 -10.094 0.33
H -1.185 -4.931 9.820 0.37
H 1.345 8.356 -9.534 0.24
H 8.880 3.734 1.490 0.35
I 5.003 5.286 0.022 0.39
H -2.419 -3.262 3.151 0.01
C 2.782 2.625 -1.466 1.48
C -0.324 3.040 -1.467 -0.10
C 2.720 6.660 -1.407 -0.60
O -3.303 -5.284 8.208 -0.33
C -4.023 -9.236 3.958 -0.73
C -3.701 -5.744 -2.271 -0.53
O -0.527 7.566 -9.368 -0.38
H 0.931 4.976 0.148 0.41
H -3.577 -5.650 1.335 0.18
H -1.113 8.570 -5.513 0.32
H -2.780 -7.210 1.038 0.34
H 0.101 0.581 2.191 0.28
H -2.738 -5.292 4.572 0.29
H 8.784 3.462 -3.459 0.36
H -0.849 -3.271 9.306 0.38
C -0.344 8.176 -6.187 -0.86
C -1.392 -1.714 2.091 -0.70
H -4.257 -6.690 5.853 0.10
C 8.119 3.359 0.776 -0.76
H -2.776 -3.326 7.734 0.33
H 7.768 4.171 0.112 -0.07
C 0.881 7.393 -9.325 -0.67
H -0.057 4.110 -1.536 -0.34
H -3.748 0.069 3.021 0.32
C 6.148 1.653 -3.278 -0.95
H -1.223 -2.366 1.229 0.39
H -3.515 -5.378 -1.256 0.12
O -2.811 -1.485 4.052 -0.35
C -3.366 -6.010 4.037 -0.15
H -2.097 6.283 -9.492 0.37
H 1.218 5.997 -3.580 0.39
C -5.784 -6.745 -4.847 -0.71
H 1.218 7.047 -8.345 0.26
H 0.616 8.196 -5.673 0.23
H 9.744 1.884 0.404 0.40
C -4.625 -4.776 8.286 -0.86
H 5.854 0.615 -3.536 0.35
H 1.289 0.148 -0.058 0.27
H -4.824 -1.037 3.923 0.33
H 1.377 -0.572 -1.702 0.44
C -2.329 -4.249 8.114 -0.29
H -3.843 -4.016 11.880 0.24
H 3.147 7.351 -0.650 0.72
H -1.174 0.468 3.435 0.38
H 3.541 1.895 -3.433 0.23
H -5.284 -5.595 8.577 0.24
H 7.477 3.784 -2.265 0.17
S 2.268 3.146 1.000 1.39
C 0.877 0.209 -1.087 -1.00
O -6.472 -6.770 -3.607 -0.37
O -2.545 -3.470 10.406 -0.37
C -1.723 6.714 -7.432 -0.58
H 1.928 4.289 -2.554 0.41
H -3.350 -5.351 10.822 0.28
H 5.892 2.335 -4.120 0.34
C 9.367 2.912 -1.460 -1.03
H -5.724 -8.703 -3.436 0.35
H -6.198 -7.502 -5.520 0.32
C -3.365 -6.638 1.759 -0.68
H 7.948 0.853 -2.253 0.44
C -3.746 -7.128 4.991 -0.47
C 1.224 7.068 -1.580 -0.52
Cl 2.381 5.979 1.796 -0.03
H 0.577 6.818 -0.718 0.30
C 8.258 3.052 -2.567 -0.28
H -2.211 -4.698 12.035 0.33
H -2.354 7.608 -7.402 0.36
H -4.711 -3.979 9.028 0.46
O 3.068 3.233 2.248 -0.72
C -1.643 -4.010 9.447 -0.72
C 8.850 2.279 -0.131 -0.36
H 7.298 2.841 1.304 0.29
H -0.610 5.547 -8.874 0.33
C -3.007 -4.445 11.327 -0.69
H -4.721 -9.777 3.319 0.25
H 1.219 8.180 -1.646 0.49
C -1.231 6.447 -8.843 -0.50
H -3.780 -9.863 4.822 0.33
O 0.997 2.448 1.291 -0.55
O -2.598 -6.498 2.942 -0.43
C -5.148 -7.525 -1.714 -0.30
C 2.003 4.888 0.394 -0.15
C 0.544 6.567 -2.919 -0.80
H 8.139 1.441 -0.267 0.21
O -4.656 -8.042 4.387 -0.42
H 10.225 2.350 -1.882 0.38
H -2.856 -7.647 5.357 0.37
H -4.980 -8.402 -1.082 0.36
H -0.284 5.879 -2.633 0.21
C -3.853 -0.531 3.928 -0.78
O -3.883 -7.151 -2.250 -0.37
C 3.802 1.817 -2.359 -1.93
H -5.930 -5.761 -5.293 0.24
H 9.736 3.937 -1.218 0.36
H -4.712 -6.915 -4.720 0.31
Br 3.801 7.006 -3.042 -0.09
H -1.579 -4.581 7.389 0.34
H 5.437 3.259 -2.035 -0.22
C 2.849 4.123 -1.947 -1.49
H -4.257 -5.482 3.681 0.36
H -2.328 5.864 -7.105 0.36
H -3.497 -2.206 2.225 0.33
C -2.602 -2.225 2.854 -0.04
H 8.183 1.371 -3.928 0.36
H -3.807 0.132 4.792 0.26
H -0.192 -0.097 -1.042 0.39
H 3.653 0.741 -2.094 0.60
H 0.055 7.416 -3.432 0.12
O -0.639 6.829 -6.517 -0.25
C -6.127 -7.899 -2.813 -0.69
C 2.962 5.210 -0.829 -0.61
H 5.658 1.765 -1.083 0.18